1.
ORCA calculation (ωB97M-V/def2-TZVPD) on a cluster of 21 separate species, C84H168O42 in total at a distorted geometry.

XYZ file:
```
294
C84H168O42 ωB97M-V/def2-TZVPD
O 0.13529 2.43511 1.87135
C 1.31505 2.34650 1.67215
O 2.14417 3.40526 1.57086
C 1.55862 4.77247 1.62416
C 1.33966 5.20476 3.08752
C 2.04298 1.11733 1.36285
H 0.59644 4.75239 1.10421
H 2.31687 5.32781 1.10821
H 1.11764 6.24400 3.26885
H 2.21351 4.90135 3.62502
H 0.49208 4.55060 3.50058
H 1.51271 0.18550 1.58820
H 2.97914 1.08079 1.97204
H 2.26329 1.11472 0.35522
O -0.71164 -5.37219 3.06312
C 0.06781 -5.68217 3.93094
O 0.81727 -6.76643 3.92419
C 0.76882 -7.63510 2.80982
C -0.32988 -8.61966 2.95167
C 0.41273 -4.80467 5.09970
H 1.70077 -8.09154 2.85777
H 0.68360 -6.98837 1.94335
H -0.51971 -8.89315 4.00757
H 0.09184 -9.54886 2.50392
H -1.31951 -8.37729 2.48317
H 0.93198 -3.89111 4.75253
H 1.06791 -5.37787 5.79267
H -0.46479 -4.50743 5.56461
O 7.05991 4.80362 -4.84379
C 6.68849 3.70659 -5.12645
O 6.18832 3.44807 -6.34838
C 5.99129 4.64626 -7.12490
C 5.38840 4.17539 -8.43184
C 6.62749 2.45776 -4.27820
H 6.96976 5.14912 -7.26806
H 5.38809 5.29023 -6.46025
H 4.41781 3.72607 -8.24422
H 6.04532 3.47484 -8.95702
H 5.23283 5.00353 -9.10157
H 7.29664 2.52032 -3.44314
H 6.87954 1.61005 -4.90295
H 5.54020 2.44912 -3.95280
O -2.38947 4.33808 -0.78248
C -3.31822 3.75878 -0.33667
O -4.51309 3.87114 -0.89234
C -4.64965 4.70657 -2.08961
C -6.10655 4.93428 -2.26889
C -3.40846 2.83874 0.87021
H -4.27004 4.18313 -2.94061
H -4.04023 5.58381 -2.02615
H -6.62506 3.97514 -2.17186
H -6.31656 5.37875 -3.21382
H -6.50450 5.64276 -1.52547
H -2.46012 2.77112 1.41616
H -3.74408 1.80293 0.62021
H -4.10756 3.24199 1.58906
O 3.39270 2.60766 -1.70082
C 2.55783 3.48493 -1.72535
O 2.88580 4.80745 -1.82519
C 4.33237 5.12597 -1.93984
C 5.03844 5.05003 -0.57692
C 1.06127 3.31439 -1.61588
H 4.33261 6.09126 -2.42802
H 4.71915 4.38604 -2.63381
H 4.80753 5.93502 0.04109
H 6.11409 4.99021 -0.69531
H 4.66073 4.21437 -0.05338
H 0.59002 3.89845 -2.43738
H 0.65153 3.57697 -0.65490
H 0.79125 2.24134 -1.71933
O 3.89362 -1.70872 1.94908
C 3.21492 -1.84054 2.90791
O 2.07057 -2.59861 2.86125
C 1.65621 -3.23293 1.61893
C 2.41259 -4.48477 1.44448
C 3.51821 -1.47727 4.34617
H 1.89264 -2.54089 0.83733
H 0.57901 -3.32789 1.67965
H 3.46933 -4.34760 1.37050
H 1.95019 -4.98911 0.59503
H 2.16746 -5.09450 2.32364
H 3.78148 -0.40480 4.53206
H 4.37303 -2.09723 4.55953
H 2.82124 -1.74512 5.15616
O -2.62455 3.59876 8.34449
C -1.98664 4.58122 8.56844
O -1.19646 5.14381 7.65883
C -1.05032 4.48871 6.34355
C -0.01580 3.28550 6.32336
C -1.84708 5.32079 9.87178
H -0.83147 5.33168 5.68796
H -1.99583 4.00529 6.07876
H -0.39580 2.54842 7.04035
H 0.96396 3.49163 6.74086
H 0.03171 2.95523 5.28408
H -2.77031 5.66741 10.30370
H -1.19107 6.16426 9.76516
H -1.47251 4.57985 10.54175
O 3.26637 -5.61676 -2.89086
C 3.91699 -5.17264 -1.98954
O 4.36209 -5.85374 -0.91440
C 4.03071 -7.26877 -0.70501
C 4.62176 -7.72443 0.58666
C 4.30843 -3.73826 -1.93531
H 4.41326 -7.89361 -1.54617
H 2.94229 -7.37578 -0.62721
H 4.11688 -7.18808 1.38150
H 5.72764 -7.61126 0.59647
H 4.48910 -8.79676 0.67951
H 3.85113 -3.20083 -1.07984
H 4.04750 -3.19278 -2.81420
H 5.37606 -3.69064 -1.84188
O -5.08324 0.26533 -0.72807
C -6.16304 -0.21091 -0.76142
O -6.56109 -1.16374 0.05749
C -5.54746 -1.72279 0.92871
C -4.41999 -2.44771 0.25654
C -7.32387 0.24537 -1.58069
H -6.11952 -2.25878 1.67054
H -5.13553 -0.83797 1.43234
H -3.59218 -2.65424 0.94235
H -4.08734 -1.69848 -0.51519
H -4.66984 -3.41851 -0.24452
H -7.09634 1.18874 -2.07305
H -8.20516 0.21123 -0.94319
H -7.60053 -0.47046 -2.37399
O -6.48739 2.15386 3.21920
C -7.18004 1.95919 2.27032
O -7.94441 0.82703 2.13999
C -7.92309 -0.12613 3.27213
C -8.93755 -1.26109 3.02304
C -7.23720 2.87502 1.10108
H -8.17104 0.37027 4.15234
H -6.85866 -0.43696 3.39265
H -8.95736 -1.88973 3.91480
H -8.70344 -1.94649 2.20314
H -9.89858 -0.77822 2.78975
H -6.27201 2.82691 0.58497
H -7.38610 3.87511 1.46414
H -7.92940 2.54925 0.34580
O -0.25319 -2.04137 6.68402
C -0.18194 -0.86249 6.40980
O -0.68230 0.15565 7.11780
C -1.57604 -0.15553 8.23654
C -2.99886 -0.14279 7.61110
C 0.42269 -0.33760 5.16618
H -1.37036 0.52912 8.97366
H -1.20820 -1.19845 8.56150
H -3.29932 0.83525 7.27483
H -3.70488 -0.40081 8.41369
H -3.06166 -0.85887 6.79123
H -0.34602 0.09989 4.58854
H 0.94958 -1.14798 4.68646
H 1.21615 0.37094 5.43523
O -0.62981 3.34955 -7.86027
C -0.60861 2.21640 -8.21573
O 0.54587 1.63713 -8.60086
C 1.74600 2.34819 -8.45995
C 2.14811 2.46937 -6.95401
C -1.75995 1.21087 -8.31649
H 1.58815 3.32309 -8.84273
H 2.53378 1.85280 -9.04469
H 2.27056 1.50580 -6.46145
H 1.28033 2.96868 -6.41438
H 3.04687 3.08202 -6.85347
H -1.92334 0.94809 -9.38083
H -2.70147 1.66364 -8.00351
H -1.50547 0.23132 -7.91470
O 7.45649 1.24486 -0.69144
C 6.34917 0.76510 -0.84216
O 5.45719 0.86516 0.13084
C 5.85518 1.67617 1.25624
C 6.16067 0.85782 2.46058
C 5.76185 0.05201 -2.05051
H 4.98729 2.32461 1.39578
H 6.73592 2.27686 0.91910
H 5.53943 -0.01321 2.49061
H 6.00629 1.43604 3.38006
H 7.15744 0.43904 2.38385
H 5.16326 -0.82608 -1.81591
H 6.68391 -0.28100 -2.50573
H 5.24326 0.78846 -2.64206
O -2.99140 2.96309 -5.91224
C -2.13220 3.69518 -5.45318
O -1.33360 3.32445 -4.47122
C -1.51580 1.95244 -4.01495
C -0.59001 0.99881 -4.81129
C -1.84823 5.11499 -5.86289
H -2.56203 1.77859 -4.19773
H -1.19951 1.96566 -3.00689
H -0.80775 -0.07702 -4.67084
H 0.45695 1.09457 -4.48123
H -0.71301 1.24643 -5.86049
H -2.02831 5.70729 -4.97204
H -2.48334 5.43991 -6.64674
H -0.79377 5.22160 -6.19246
O 7.65249 -2.47889 -1.18966
C 8.46795 -2.05088 -0.44075
O 8.31295 -2.03658 0.93768
C 7.14027 -2.66889 1.41011
C 7.31364 -4.16303 1.54986
C 9.81710 -1.45382 -0.76901
H 6.31315 -2.45945 0.73110
H 6.99829 -2.23275 2.41869
H 6.42727 -4.50809 2.12542
H 8.25300 -4.34565 2.06110
H 7.38348 -4.65123 0.53227
H 9.77850 -1.16659 -1.83392
H 10.61025 -2.19824 -0.56764
H 10.13044 -0.51322 -0.25365
O -4.87532 -1.90050 4.43263
C -3.68277 -1.85808 4.38313
O -2.96204 -0.69223 4.27568
C -3.71559 0.52458 4.14700
C -2.76154 1.72687 4.23272
C -2.68387 -2.95587 4.21187
H -4.43244 0.46704 4.93909
H -4.22104 0.45375 3.18909
H -3.31090 2.67518 4.33697
H -2.20071 1.87661 3.31707
H -2.07408 1.60097 5.06246
H -3.08889 -3.90414 3.99417
H -1.98880 -3.00810 5.10762
H -2.01671 -2.68756 3.39259
O -3.25097 -3.09035 -4.81017
C -3.93544 -2.19917 -4.23910
O -4.96944 -2.54217 -3.40656
C -5.20721 -3.97790 -3.28340
C -5.84327 -4.77745 -4.44810
C -3.70689 -0.73141 -4.13672
H -5.76245 -3.97832 -2.36347
H -4.22106 -4.44181 -3.01994
H -6.68095 -4.17432 -4.82783
H -6.09655 -5.75254 -4.04471
H -5.08705 -4.85662 -5.20877
H -3.43824 -0.34298 -5.12263
H -2.92650 -0.56276 -3.44445
H -4.61676 -0.13722 -3.86548
O 0.51667 -6.81189 -0.68838
C -0.37747 -6.91089 -1.46956
O -1.64185 -6.53685 -1.15639
C -1.84601 -5.83337 0.12708
C -1.49343 -4.33243 -0.08764
C -0.32791 -7.55906 -2.85838
H -1.36691 -6.34859 0.96007
H -2.92627 -6.06463 0.18797
H -2.02333 -3.94942 -0.97026
H -0.40083 -4.20236 -0.20614
H -1.80379 -3.76596 0.84204
H 0.72565 -7.45603 -3.20001
H -0.93884 -6.87119 -3.51918
H -0.79716 -8.50813 -2.96577
O 3.81513 -0.19464 -4.77908
C 3.88289 -1.21638 -5.43749
O 2.79394 -1.77814 -6.01008
C 1.49746 -1.34818 -5.54720
C 0.79310 -2.64635 -5.14605
C 5.13621 -1.88140 -5.94762
H 0.96902 -0.86854 -6.36518
H 1.68609 -0.70020 -4.69906
H -0.24398 -2.43087 -5.09301
H 1.10787 -2.98953 -4.12531
H 0.95192 -3.48269 -5.83062
H 5.93104 -1.14189 -5.85626
H 5.09095 -2.18580 -7.00808
H 5.26373 -2.75687 -5.34105
O -0.41890 -0.70407 -2.38238
C 0.31038 -0.67604 -1.43977
O 0.01506 -0.64357 -0.14315
C -1.36511 -0.30574 0.19140
C -1.69325 -0.43261 1.66858
C 1.82259 -0.83088 -1.66942
H -1.96255 -0.92345 -0.46682
H -1.58307 0.74084 -0.01060
H -1.29540 0.32671 2.31992
H -1.44411 -1.45939 2.08674
H -2.77442 -0.51650 1.69080
H 2.18945 0.18250 -1.85056
H 1.95172 -1.43467 -2.59312
H 2.31840 -1.27023 -0.82450
O -6.34428 5.88856 3.90706
C -5.52207 5.08402 4.27143
O -4.31838 5.01461 3.66497
C -4.21786 5.84610 2.46298
C -2.77674 6.00398 2.12525
C -5.64378 4.16648 5.40440
H -4.68291 6.84840 2.62872
H -4.72256 5.37514 1.64536
H -2.23535 6.47955 2.91113
H -2.74802 6.51848 1.18173
H -2.36741 5.03919 1.87029
H -5.68148 3.11259 5.19837
H -6.55994 4.43649 5.97462
H -4.83485 4.32727 6.14107
```

Summary:
**Strongest force on any atom**: 4.6 eV/A
**Relative energy (zero: lowest compared OMol25 entry of this formula, charge and spin)**: 0.00 kcal per mole
**2S+1**: 1

***

2.
ORCA calculation (ωB97M-V/def2-TZVPD) on a cluster of 2 separate species, C21H38Cl3IN3O2P2S2 in total.

XYZ file:
```
72
C21H38Cl3IN3O2P2S2 ωB97M-V/def2-TZVPD
C 3.14840 -3.47300 1.40650
C 4.30119 -3.10992 0.47172
C 4.89331 -1.70711 0.72815
C 4.43976 -0.69511 -0.34256
C 4.19882 0.75243 0.19357
C 2.84359 1.26521 -0.22210
C 1.71270 0.89635 0.53408
C 1.91157 -0.01083 1.71977
C 2.14163 0.78769 3.02916
C 0.42975 1.36442 0.16063
C -0.76062 0.94266 0.98491
C -1.62417 2.03296 1.65660
C -3.04776 1.53161 1.88821
S -4.11982 1.37326 0.43092
C -4.40522 -0.35093 0.13203
S -5.92746 -0.76691 -0.23739
N -3.33386 -1.28127 0.15749
C -3.32540 -2.18172 -0.99074
C -3.13671 -1.44975 -2.32353
C -3.24964 -2.01471 1.43813
C -1.79767 -2.31017 1.85314
C 0.34710 2.18169 -0.98106
I -1.53959 2.81635 -1.62429
C 1.48634 2.53781 -1.70521
P 1.49725 3.68730 -3.23846
O 0.37049 2.92686 -4.12085
Cl 0.58343 5.39421 -2.48105
N 2.72287 2.05808 -1.31805
P 4.12786 2.60644 -2.38504
N 5.14108 1.27776 -2.47996
O 4.90027 3.54478 -1.30546
H 3.05278 -4.55566 1.45178
H 2.18870 -3.11652 1.03488
H 3.30183 -3.11488 2.42147
H 3.95556 -3.17078 -0.55780
H 5.09934 -3.83795 0.59136
H 4.63586 -1.36878 1.73133
H 5.97702 -1.78026 0.70186
H 3.53219 -1.03482 -0.83976
H 5.20711 -0.66716 -1.10297
H 4.24734 0.71998 1.27389
H 4.95459 1.43992 -0.16311
H 2.76737 -0.65134 1.57438
H 1.08100 -0.68829 1.84224
H 2.33235 1.83978 2.83927
H 2.99974 0.37949 3.55563
H 1.29327 0.69145 3.70096
H -1.41906 0.35445 0.33175
H -0.45402 0.29047 1.77997
H -1.21535 2.18700 2.65688
H -1.57794 2.99280 1.15863
H -3.03690 0.56841 2.39036
H -3.56136 2.21550 2.55802
H -4.19142 -2.84555 -1.00489
H -2.46275 -2.83357 -0.84950
H -2.16629 -1.69006 -2.75013
H -3.20919 -0.37196 -2.21922
H -3.86785 -1.81606 -3.03762
H -3.75214 -2.97322 1.30232
H -3.75484 -1.43552 2.20110
H -1.09208 -1.73490 1.26411
H -1.66663 -2.10932 2.91357
H -1.56208 -3.35812 1.68875
H -0.31366 3.54123 -4.41899
H 5.39029 1.10756 -3.44584
H 5.99764 1.42470 -1.95242
H 4.85098 4.44507 -1.65140
C -9.64201 0.20021 -1.97303
Cl -10.88794 -0.10681 -3.18588
Cl -9.15749 -1.27562 -1.12887
H -8.77116 0.61282 -2.46803
H -10.03232 0.89989 -1.24429
```

Summary:
**Total charge**: +1
**Strongest force on any atom**: 1.0 eV/A
**2S+1**: 1

***

3.
ORCA calculation (ωB97M-V/def2-TZVPD) on a structure of composition C24H40AgAs2BrN5O7P at a distorted geometry.

XYZ file:
```
81
C24H40AgAs2BrN5O7P ωB97M-V/def2-TZVPD
Ag 0.08311 -0.21841 0.43370
N 1.74007 0.33052 3.29617
N 1.73098 1.69962 3.72421
C 0.57335 2.29391 3.97567
N 0.60453 3.57339 4.37596
N -0.53418 1.59744 3.71052
N -1.72758 2.24805 3.93740
O -2.58773 1.97719 3.15412
O -1.91312 3.06375 4.83388
H 2.47866 -0.15160 3.78408
H 1.98366 0.29857 2.29868
H 2.54536 2.27455 3.51921
H 1.49469 3.92485 4.68683
H -0.26296 3.88905 4.75554
C -0.39887 -2.02990 3.93813
As -0.95963 -1.73523 2.09587
C -2.83040 -1.21597 2.36276
C -1.06842 -3.51006 1.28951
C -1.12953 -4.64705 2.09726
C -1.26717 -5.91243 1.54769
C -1.40706 -6.05779 0.19720
C -1.34340 -4.96634 -0.63049
C -1.16735 -3.69603 -0.08189
As -0.94358 -2.19074 -1.36081
C -0.08715 -3.11913 -2.85421
C -2.82040 -2.11758 -1.98410
H -1.08543 -2.73811 4.41287
H -0.38252 -1.02862 4.39264
H 0.64321 -2.41928 3.97887
H -3.30773 -1.80303 3.15835
H -3.45765 -1.31921 1.47435
H -2.87013 -0.14546 2.67543
H -0.98560 -4.56054 3.17679
H -1.29233 -6.77097 2.21213
H -1.45727 -7.06819 -0.21669
H -1.39725 -5.02363 -1.69592
H -0.56427 -4.04639 -3.08992
H 0.93620 -3.38341 -2.57729
H -0.01359 -2.43068 -3.70659
H -3.25398 -3.12392 -2.23640
H -2.82348 -1.50666 -2.86255
H -3.50452 -1.67836 -1.25949
Br 4.80333 2.03669 0.61962
C 4.95925 0.77707 -0.79675
C 6.01765 0.98003 -1.68676
C 6.16600 0.24543 -2.84623
C 5.29104 -0.76997 -3.08769
C 4.26798 -1.00952 -2.18665
C 4.06966 -0.25931 -1.02435
C 2.82108 -0.52471 -0.20513
O 2.38541 0.44857 0.46911
O 2.26511 -1.60842 -0.29843
H 6.74523 1.77389 -1.46395
H 6.92531 0.48967 -3.54144
H 5.39698 -1.35009 -3.98070
H 3.53691 -1.78384 -2.36037
C -1.96050 4.42188 0.54037
C -0.70853 3.59740 0.46305
O -0.53791 2.99823 -0.82759
P -0.93050 1.45097 -1.12389
O -2.50126 1.54296 -1.41282
C -3.13493 2.44847 -2.32611
C -4.58850 2.02158 -2.45701
O -0.32497 1.38307 -2.64334
C 1.12209 1.24026 -2.69918
C 1.64056 1.96401 -3.89302
H -2.05159 4.99898 1.50164
H -2.81930 3.80454 0.42544
H -1.95562 5.14838 -0.27254
H -0.68388 2.84783 1.24438
H 0.12788 4.27524 0.61461
H -2.63780 2.42228 -3.29500
H -3.00867 3.46857 -1.95933
H -4.58830 0.96460 -2.69760
H -5.09459 2.58155 -3.20010
H -5.14605 2.12230 -1.54316
H 1.32808 0.16045 -2.65453
H 1.52177 1.67280 -1.77546
H 1.16496 1.63832 -4.81596
H 2.70441 1.80371 -3.97833
H 1.44269 3.01991 -3.76419
```

Summary:
**Strongest force on any atom**: 2.1 eV/A
**Relative energy (zero: lowest compared OMol25 entry of this formula, charge and spin)**: 0.00 kcal per mole
**2S+1**: 1

***

no.,LUMO level (eV)
1,0.464
2,-3.624
3,0.337